# 1
C25H27FeN7PS as an isolated structure at a distorted geometry. Source: the OMol25 dataset; level of theory: ωB97M-V/def2-TZVPD.

Its HOMO energy is -10.20 eV. The orbital gap comes out at 7.3 eV. As for the charge: +1. As for the energy above the lowest of the compared OMol25 structures with the same formula, charge and spin: 19.84 kcal/mol.

Each line ends with the Löwdin charge.
Element x y z (Å)
Fe: 0.41 -0.57 0.14  0.155
N: 2.18 -4.17 -1.53  0.096
C: 1.61 -3.15 -0.86  -0.840
S: 2.10 -1.53 -1.26  0.730
N: 0.69 -3.49 0.03  0.012
N: 0.20 -2.42 0.71  -0.143
C: -0.49 -2.65 1.77  -0.061
C: -0.95 -1.47 2.49  -0.239
C: -1.64 -1.53 3.70  -0.005
C: -1.95 -0.34 4.35  -0.044
C: -1.55 0.86 3.78  -0.039
C: -0.88 0.84 2.57  -0.118
N: -0.59 -0.29 1.93  0.042
H: 2.95 -3.98 -2.15  0.092
H: 2.01 -5.11 -1.22  0.110
H: -0.67 -3.67 2.11  0.132
H: -1.92 -2.48 4.12  0.120
H: -2.48 -0.36 5.29  0.116
H: -1.75 1.80 4.27  0.112
H: -0.56 1.75 2.09  0.114
C: -3.97 2.38 -0.18  -0.036
C: -3.46 3.42 -0.94  -0.038
C: -2.12 3.42 -1.28  0.002
C: -1.33 2.35 -0.86  -0.233
N: -1.81 1.34 -0.14  0.077
C: -3.10 1.36 0.19  -0.147
C: 0.15 2.33 -1.09  -0.189
C: 0.77 3.26 -1.91  0.007
C: 2.15 3.31 -1.97  -0.014
C: 2.89 2.49 -1.13  0.016
C: 2.21 1.59 -0.34  -0.209
N: 0.87 1.43 -0.39  0.110
C: 2.85 0.77 0.73  -0.231
C: 4.14 0.99 1.19  0.014
C: 4.61 0.22 2.24  -0.029
C: 3.78 -0.73 2.80  -0.022
C: 2.51 -0.89 2.28  -0.082
N: 2.05 -0.16 1.27  -0.001
H: -5.01 2.35 0.12  0.113
H: -4.10 4.24 -1.24  0.117
H: -1.70 4.24 -1.84  0.107
H: -3.45 0.52 0.78  0.121
H: 0.18 3.94 -2.50  0.112
H: 2.65 4.01 -2.63  0.122
H: 3.97 2.55 -1.10  0.118
H: 4.76 1.76 0.75  0.115
H: 5.61 0.37 2.62  0.119
H: 4.11 -1.35 3.62  0.116
H: 1.83 -1.64 2.67  0.114
C: -0.72 -0.03 -3.22  -0.245
P: -0.98 -1.19 -1.83  0.817
C: -0.70 -2.78 -2.70  -0.271
C: -2.82 -1.28 -1.78  -0.251
H: -1.21 -0.41 -4.12  0.053
H: 0.35 0.07 -3.41  0.039
H: -1.14 0.95 -3.01  0.026
H: -1.38 -2.82 -3.55  0.048
H: -0.91 -3.62 -2.04  0.047
H: 0.32 -2.86 -3.05  0.021
H: -3.20 -1.65 -2.73  0.047
H: -3.27 -0.31 -1.60  0.012
H: -3.13 -1.97 -1.00  0.048

***

# 2
C21H27CoN2O2P2S as an isolated structure at a distorted geometry. Source: the OMol25 dataset; level of theory: ωB97M-V/def2-TZVPD.

Its HOMO energy (alpha / beta) is -13.94 / -15.03 eV. Its expectation value of S² is 6.044. The multiplicity is 5. The orbital gap (alpha / beta) comes out at 7.4 / 6.2 eV. As for the charge: +2.

Each line ends with the Löwdin charge.
Element x y z (Å)
Co: -0.01 -0.38 0.25  0.500
O: -1.30 0.98 1.59  -0.402
S: -2.10 1.34 0.40  0.697
O: -3.47 1.63 0.61  -0.215
N: -1.81 -0.01 -0.50  -0.118
C: -2.69 -0.96 -0.83  -0.203
C: -4.06 -0.78 -1.12  0.065
C: -4.83 -1.88 -1.48  0.004
C: -4.28 -3.14 -1.59  0.065
C: -2.92 -3.38 -1.27  -0.118
C: -2.31 -4.65 -1.30  0.055
C: -1.00 -4.76 -0.90  0.009
C: -0.32 -3.61 -0.47  -0.084
N: -0.85 -2.41 -0.46  0.070
C: -2.13 -2.28 -0.86  -0.134
C: -1.24 2.61 -0.49  -0.302
C: -0.13 2.26 -1.24  -0.113
C: 0.57 3.25 -1.91  -0.044
C: 0.17 4.57 -1.80  -0.033
C: -0.95 4.91 -1.06  -0.025
C: -1.67 3.92 -0.40  -0.032
H: -4.49 0.21 -1.05  0.125
H: -5.88 -1.73 -1.70  0.134
H: -4.89 -3.98 -1.90  0.140
H: -2.87 -5.51 -1.63  0.140
H: -0.49 -5.71 -0.89  0.127
H: 0.71 -3.69 -0.14  0.094
H: 0.16 1.21 -1.34  0.080
H: 1.43 3.00 -2.51  0.119
H: 0.73 5.34 -2.30  0.124
H: -1.27 5.94 -0.99  0.126
H: -2.56 4.15 0.16  0.130
C: 3.06 -1.95 1.61  -0.223
P: 2.27 -1.20 0.13  0.824
C: 2.92 -2.28 -1.20  -0.239
C: 3.29 0.34 -0.02  -0.390
C: 3.01 1.30 1.13  -0.362
P: 1.20 1.30 1.64  0.848
C: 0.88 3.07 1.99  -0.205
C: 1.16 0.65 3.34  -0.229
H: 4.11 -2.15 1.38  0.071
H: 2.57 -2.88 1.87  0.053
H: 3.00 -1.28 2.46  0.027
H: 3.96 -2.04 -1.40  0.060
H: 2.34 -2.15 -2.12  0.048
H: 2.86 -3.32 -0.90  0.045
H: 3.06 0.81 -0.98  0.084
H: 4.35 0.07 -0.03  0.099
H: 3.29 2.32 0.85  0.092
H: 3.59 1.02 2.01  0.084
H: 1.59 3.38 2.76  0.071
H: -0.13 3.17 2.38  0.056
H: 1.00 3.70 1.12  0.045
H: 1.97 1.08 3.92  0.068
H: 1.19 -0.44 3.38  0.037
H: 0.21 0.98 3.76  0.055

***

# 3
C21H44BaN9O2 as an isolated structure at a distorted geometry. Source: the OMol25 dataset; level of theory: ωB97M-V/def2-TZVPD.

Its HOMO energy is -8.16 eV. The orbital gap comes out at 4.2 eV. As for the charge: +1. As for the energy above the lowest of the compared OMol25 structures with the same formula, charge and spin: 72.66 kcal/mol.

Each line ends with the Löwdin charge.
Element x y z (Å)
Ba: 0.08 -0.53 0.23  2.035
C: -2.23 -1.25 -3.65  -0.156
C: -0.71 -1.14 -3.47  -0.216
N: -0.16 -1.69 -2.23  -0.204
C: -0.50 -3.09 -1.95  -0.203
C: -1.68 -3.21 -0.99  -0.212
N: -1.33 -2.75 0.35  -0.221
C: -2.43 -2.91 1.29  -0.203
C: -3.48 -1.80 1.18  -0.159
C: -3.14 -0.53 1.96  -0.197
N: -2.19 0.37 1.30  -0.218
C: -2.83 1.43 0.52  -0.214
C: -3.45 0.96 -0.79  -0.220
N: -2.49 0.25 -1.62  -0.099
C: -3.12 -0.31 -2.81  -0.215
H: -2.43 -1.04 -4.70  0.117
H: -2.52 -2.29 -3.48  0.098
H: -0.27 -1.66 -4.33  0.124
H: -0.41 -0.09 -3.52  0.107
H: 0.85 -1.66 -2.36  0.071
H: -0.74 -3.62 -2.88  0.128
H: 0.36 -3.58 -1.49  0.121
H: -2.50 -2.58 -1.35  0.096
H: -2.02 -4.26 -0.98  0.136
H: -0.57 -3.35 0.67  0.093
H: -2.92 -3.89 1.14  0.123
H: -2.01 -2.91 2.30  0.127
H: -3.62 -1.56 0.13  0.081
H: -4.42 -2.19 1.57  0.123
H: -4.08 0.00 2.17  0.124
H: -2.71 -0.83 2.92  0.115
H: -1.70 0.87 2.04  0.047
H: -3.63 1.91 1.10  0.125
H: -2.07 2.18 0.31  0.115
H: -4.29 0.29 -0.57  0.112
H: -3.87 1.84 -1.30  0.131
H: -1.81 0.93 -1.94  0.104
H: -4.01 -0.87 -2.50  0.119
H: -3.49 0.50 -3.46  0.121
C: 1.38 2.09 1.79  -0.324
C: 1.23 1.00 2.69  -0.365
C: 0.02 1.25 3.44  -0.294
C: -0.54 2.45 3.00  -0.276
C: 0.30 2.98 2.00  -0.260
C: 0.13 4.29 1.30  -0.058
C: -1.80 3.08 3.51  -0.046
C: -0.43 0.37 4.56  -0.053
C: 2.33 0.14 3.22  -0.068
C: 2.66 2.48 1.10  -0.068
H: 0.86 5.01 1.68  0.082
H: -0.86 4.70 1.46  0.064
H: 0.30 4.19 0.22  0.063
H: -1.59 3.83 4.27  0.084
H: -2.47 2.34 3.95  0.066
H: -2.35 3.59 2.70  0.061
H: -1.47 0.55 4.81  0.064
H: 0.16 0.57 5.46  0.084
H: -0.29 -0.68 4.30  0.067
H: 2.78 0.62 4.10  0.091
H: 3.13 0.00 2.49  0.053
H: 1.97 -0.84 3.53  0.064
H: 3.28 3.06 1.78  0.093
H: 2.46 3.10 0.22  0.051
H: 3.24 1.60 0.79  0.046
N: 2.17 1.20 -2.15  0.062
N: 3.32 0.40 -2.17  0.004
C: 3.47 -0.61 -1.27  -0.362
N: 4.63 -1.28 -1.29  0.230
N: 2.43 -0.92 -0.52  -0.052
N: 2.49 -1.89 0.35  -0.442
O: 3.52 -2.47 0.64  0.101
O: 1.41 -2.18 0.88  -0.300
H: 2.00 1.52 -3.10  0.105
H: 2.27 2.01 -1.53  0.078
H: 4.18 0.83 -2.50  0.164
H: 5.37 -1.06 -1.94  0.133
H: 4.74 -2.00 -0.58  0.104

***

# 4
C49H33Cl5N4RuS2Sb as an isolated structure. Source: the OMol25 dataset; level of theory: ωB97M-V/def2-TZVPD.

Its HOMO energy (alpha / beta) is -10.63 / -12.49 eV. Its expectation value of S² is 8.843. The multiplicity is 6. The orbital gap (alpha / beta) comes out at 5.5 / 4.6 eV. As for the charge: +2. As for the energy above the lowest of the compared OMol25 structures with the same formula, charge and spin: 0.00 kcal/mol.

Each line ends with the Löwdin charge.
Element x y z (Å)
Ru: 0.54 0.21 0.77  1.160
S: 0.40 0.98 6.47  1.074
C: 0.16 1.52 8.07  -0.379
C: -0.49 2.72 8.11  -0.151
C: -0.79 3.21 6.82  -0.098
C: -0.37 2.38 5.81  -0.477
C: -0.52 2.56 4.38  -0.169
C: -0.01 1.60 3.50  -0.063
N: -0.10 1.67 2.18  -0.004
C: -0.72 2.76 1.61  -0.156
C: -1.28 3.77 2.43  -0.118
C: -1.94 4.86 1.78  0.009
C: -2.00 4.95 0.43  0.010
C: -1.41 3.94 -0.42  -0.144
C: -1.39 4.00 -1.79  0.068
C: -0.70 2.96 -2.55  -0.187
C: -0.15 1.89 -1.81  -0.108
N: -0.18 1.79 -0.51  -0.048
C: -0.78 2.84 0.23  -0.144
C: -0.57 3.03 -3.93  -0.417
C: -1.19 3.97 -4.80  -0.053
C: -0.87 3.78 -6.13  -0.118
C: 0.00 2.72 -6.32  -0.330
S: 0.44 1.95 -4.87  1.082
C: -1.17 3.65 3.81  0.080
H: 0.50 0.92 8.89  0.077
H: -0.73 3.23 9.02  0.114
H: -1.30 4.14 6.65  0.114
H: 0.49 0.73 3.89  0.076
H: -2.38 5.63 2.39  0.128
H: -2.49 5.78 -0.05  0.126
H: -1.84 4.84 -2.30  0.115
H: 0.35 1.07 -2.33  0.090
H: -1.86 4.74 -4.45  0.118
H: -1.24 4.39 -6.94  0.125
H: 0.41 2.38 -7.25  0.087
H: -1.60 4.42 4.44  0.132
Cl: 3.18 -0.55 2.61  0.721
C: 1.74 -1.39 3.06  -0.720
C: 0.58 -1.12 2.34  -0.442
C: -0.59 -1.69 2.81  -0.722
Cl: -2.08 -1.15 2.09  0.723
C: -0.63 -2.60 3.86  -0.709
Cl: -2.11 -3.31 4.35  0.743
C: 0.57 -2.93 4.50  -0.707
Cl: 0.57 -4.06 5.78  0.738
C: 1.76 -2.30 4.12  -0.707
Cl: 3.21 -2.64 4.95  0.732
C: -0.92 -6.07 1.50  -0.055
C: -1.99 -5.55 0.79  -0.058
C: -1.86 -4.32 0.14  -0.108
C: -0.67 -3.63 0.22  -0.387
C: 0.40 -4.15 0.95  -0.152
C: 0.27 -5.37 1.59  -0.061
Sb: -0.43 -1.77 -0.72  1.542
C: 0.65 -2.30 -2.46  -0.375
C: 0.39 -1.66 -3.67  -0.150
C: 1.09 -2.01 -4.81  -0.073
C: 2.05 -3.01 -4.76  -0.060
C: 2.30 -3.67 -3.56  -0.063
C: 1.60 -3.31 -2.41  -0.132
C: -2.28 -1.25 -1.58  -0.388
C: -2.82 -2.05 -2.59  -0.128
C: -4.03 -1.71 -3.17  -0.058
C: -4.71 -0.57 -2.75  -0.058
C: -4.17 0.23 -1.74  -0.065
C: -2.96 -0.11 -1.16  -0.158
H: -1.02 -7.02 2.00  0.116
H: -2.92 -6.09 0.73  0.115
H: -2.71 -3.92 -0.39  0.098
H: 1.33 -3.59 1.05  0.097
H: 1.10 -5.77 2.16  0.116
H: -0.38 -0.90 -3.73  0.078
H: 0.87 -1.52 -5.75  0.106
H: 2.58 -3.30 -5.65  0.113
H: 3.03 -4.46 -3.52  0.114
H: 1.79 -3.85 -1.49  0.095
H: -2.29 -2.93 -2.94  0.111
H: -4.45 -2.33 -3.94  0.115
H: -5.65 -0.31 -3.20  0.114
H: -4.70 1.11 -1.41  0.111
H: -2.56 0.51 -0.37  0.065
N: 5.84 0.93 -2.68  0.165
C: 4.77 0.75 -1.89  -0.295
C: 4.26 -0.54 -1.63  0.017
C: 3.16 -0.67 -0.83  -0.168
N: 2.51 0.37 -0.27  -0.125
C: 3.00 1.60 -0.51  -0.146
C: 4.10 1.83 -1.30  0.009
H: 6.35 0.14 -3.05  0.123
H: 6.24 1.84 -2.80  0.121
H: 4.72 -1.42 -2.04  0.123
H: 2.77 -1.66 -0.59  0.089
H: 2.48 2.43 -0.04  0.114
H: 4.45 2.84 -1.44  0.122

***

no.,energy (Eh)
1,-3355.3055
2,-3539.5329
3,-1495.0375
4,-5538.0011